1.
Density functional theory data (ωB97M-V/def2-TZVPD) for a 2-piece molecular cluster, C3H11N2 overall in a non-equilibrium geometry.

Its charge is +2. Its molecular weight is 75.1 u. As for the spin multiplicity: 2. The strongest force on any atom is 3.1 eV/Å. For the HOMO energy (alpha / beta), the calculation gives -20.6746 / -20.6540 eV. As for the total energy: -6247.8817 eV. The value obtained for the LUMO energy (alpha / beta) is -10.4 / -14.7 eV. The energy above the lowest of the compared OMol25 structures with the same formula, charge and spin comes out at 2.570 eV.

Each line ends with the natural charge from an NBO analysis.
Element x y z (Å)
C  -2.5342  -0.5749  -0.6659  0.091
N  -1.8549  0.0937  0.1423  -0.244
H  -2.2355  -0.7912  -1.7048  0.323
H  -3.5360  -0.8974  -0.2977  0.345
H  -2.3514  0.4686  0.9772  0.474
H  -0.2293  0.0266  0.9601  0.403
C  1.7089  0.9037  -0.8740  -0.636
C  1.5511  -0.3700  -0.0798  -0.231
N  0.7826  -0.1291  1.2137  -0.670
H  0.7090  1.3190  -1.0805  0.203
H  2.2264  0.6966  -1.8087  0.287
H  2.2849  1.6367  -0.3046  0.248
H  2.5006  -0.7127  0.3530  0.250
H  1.1763  -1.2012  -0.6779  0.238
H  1.1493  0.7242  1.6482  0.457
H  0.8940  -0.8820  1.8983  0.464

---

2.
Density functional theory data (ωB97M-V/def2-TZVPD) for a 3-piece molecular cluster, C6H14O2 overall in a non-equilibrium geometry.

Its charge is 0. Its molecular weight is 118.2 u. The SMILES is C=C(C)C(=C)C.O.O. The strongest force on any atom is 4.4 eV/Å. For the HOMO energy, the calculation gives -8.8455 eV. As for the total energy: -10541.4817 eV. The value obtained for the LUMO energy is 0.5 eV. The energy above the lowest of the compared OMol25 structures with the same formula, charge and spin comes out at 3.135 eV.

Each line ends with the natural charge from an NBO analysis.
Element x y z (Å)
C  0.0008  -1.9764  -0.3137  -0.418
C  -0.6011  -0.9006  -0.7927  -0.008
C  -2.0470  -0.7526  -0.3443  -0.644
C  -0.0349  0.1718  -1.6498  -0.044
C  0.6049  -0.3542  -2.7279  -0.359
C  -0.0672  1.5939  -1.3263  -0.652
H  1.0712  -2.2665  -0.2555  0.218
H  -0.7248  -2.8191  -0.0245  0.186
H  -2.6249  0.1993  -0.6160  0.214
H  -2.1036  -0.7380  0.6968  0.207
H  -2.5561  -1.6520  -0.5718  0.225
H  0.9599  0.2680  -3.5758  0.194
H  0.6358  -1.4249  -2.8682  0.204
H  -0.9932  2.0815  -1.6699  0.224
H  0.6916  2.2649  -1.9074  0.229
H  -0.0281  1.9223  -0.3481  0.225
O  0.7056  -0.1977  3.3191  -0.923
H  -0.1056  -0.4438  3.0038  0.468
H  0.5300  0.4136  3.9635  0.458
O  2.5345  1.7378  2.5144  -0.940
H  2.2476  1.7203  3.4261  0.455
H  1.9047  1.1525  2.0682  0.483

---

3.
Density functional theory data (ωB97M-V/def2-TZVPD) for a 2-piece molecular cluster, C4H10N2 overall in a non-equilibrium geometry.

Its charge is 0. Its molecular weight is 86.1 u. The SMILES is C=CN.C=CN. The strongest force on any atom is 4.9 eV/Å. For the HOMO energy, the calculation gives -8.1288 eV. As for the total energy: -7287.7334 eV. The value obtained for the LUMO energy is 1.0 eV. The energy above the lowest of the compared OMol25 structures with the same formula, charge and spin comes out at 2.886 eV.

Each line ends with the natural charge from an NBO analysis.
Element x y z (Å)
C  0.2587  -0.9426  1.8962  -0.498
C  -1.0232  -1.2606  2.2048  0.005
N  -1.4076  -2.0244  3.3049  -0.844
H  1.2289  -1.0296  2.4251  0.200
H  0.3443  -0.3125  1.1075  0.179
H  -1.7147  -0.8093  1.5445  0.182
H  -0.8668  -2.8471  3.5458  0.397
H  -2.2327  -1.7966  3.6921  0.377
C  1.7568  1.9955  -2.9241  -0.515
C  0.9679  0.9980  -2.3778  -0.006
N  -0.4035  1.2480  -2.3033  -0.807
H  1.3852  2.9782  -3.2016  0.193
H  2.8365  1.8655  -2.8622  0.197
H  1.3025  -0.0540  -2.2964  0.199
H  -0.6184  2.1897  -1.9026  0.381
H  -0.7484  0.5086  -1.8589  0.359

---

4.
Density functional theory data (ωB97M-V/def2-TZVPD) for C26H28N2PdS2Si as an isolated structure in a non-equilibrium geometry.

Its charge is 0. Its molecular weight is 567.2 u. As for the spin multiplicity: 3. The strongest force on any atom is 8.0 eV/Å. For the HOMO energy (alpha / beta), the calculation gives -4.3924 / -6.1327 eV. As for the total energy: -63416.6121 eV. The value obtained for the LUMO energy (alpha / beta) is 0.4 / 0.1 eV. The energy above the lowest of the compared OMol25 structures with the same formula, charge and spin comes out at 3.633 eV.

Each line ends with the natural charge from an NBO analysis.
Element x y z (Å)
C  0.7906  -0.2813  1.3048  -0.369
C  1.4102  0.2972  0.1547  -0.397
C  2.1929  1.4065  0.5622  -0.319
H  1.3673  -0.0370  -0.8714  0.215
C  2.1114  1.5000  1.9765  -0.428
C  1.2405  0.4679  2.4319  -0.314
H  0.9735  0.2629  3.4700  0.256
H  0.1382  -1.1569  1.3326  0.230
H  2.7936  1.9893  -0.1308  0.233
H  2.6110  2.2364  2.6064  0.227
Pd  0.2527  1.7115  1.1309  0.622
C  -1.5109  0.5979  -2.5686  -1.118
H  -1.1834  1.3085  -1.7910  0.256
H  -2.5304  0.2512  -2.3889  0.235
H  -1.4992  1.1018  -3.5602  0.232
Si  -0.4250  -0.9760  -2.8958  1.458
C  -1.0759  -2.6503  -3.2470  -0.583
C  -0.1346  -3.6532  -2.8930  -0.273
H  0.9315  -3.5044  -3.0934  0.222
C  -0.5607  -4.7390  -2.1120  -0.209
H  0.1781  -5.3745  -1.6207  0.213
C  -1.9303  -4.9485  -1.9066  -0.228
H  -2.2624  -5.7730  -1.2664  0.212
C  -2.8631  -4.1146  -2.5317  -0.263
H  -3.9246  -4.3277  -2.4351  0.210
C  -2.4478  -2.9685  -3.2316  -0.158
H  -3.1687  -2.2773  -3.6774  0.208
C  1.2020  -0.4743  -3.6169  -0.467
C  1.9700  -1.4181  -4.3170  -0.213
H  1.4927  -2.3093  -4.7436  0.223
C  3.3366  -1.1715  -4.5394  -0.205
H  3.9234  -1.9199  -5.0746  0.214
C  3.9232  0.0340  -4.1320  -0.202
H  4.9830  0.2295  -4.3416  0.218
C  3.1429  0.9920  -3.4668  -0.215
H  3.5682  1.9459  -3.1717  0.215
C  1.7834  0.7504  -3.2298  -0.222
H  1.1576  1.5405  -2.7936  0.223
H  -0.0744  -1.1314  -1.3265  0.026
H  0.4531  -1.6921  -1.7207  -0.019
C  2.4005  1.9475  5.5377  -0.666
C  1.0480  2.4814  5.2655  0.117
N  0.1824  1.9843  4.4364  -0.434
C  -1.0078  2.6853  4.3969  0.080
C  -1.0521  3.7435  5.2983  -0.427
S  0.4275  3.9008  6.1515  0.386
C  -2.0895  2.2255  3.5479  0.117
C  -3.4332  2.2521  3.8779  -0.434
S  -4.3973  1.4304  2.7179  0.426
C  -2.9457  1.0811  1.7912  0.117
N  -1.8668  1.6214  2.3066  -0.483
C  -2.9994  0.2499  0.5654  -0.673
H  2.6972  2.2270  6.5506  0.227
H  2.4063  0.8584  5.4507  0.246
H  3.1242  2.3732  4.8343  0.239
H  -1.9173  4.3819  5.4266  0.243
H  -3.8197  2.7137  4.7772  0.246
H  -3.9638  -0.2736  0.5637  0.226
H  -2.9414  0.8840  -0.3298  0.249
H  -2.1883  -0.4925  0.5596  0.254